1.
Below is a single C9H18O2S2 molecule, with properties calculated with ωB97M-V/def2-TZVPD.

The geometry in XYZ format:
```
31
Properties=species:S:1:pos:R:3:forces:R:3:nbo_charge:R:1
C -2.3150 -0.7514 -1.8705 0.0 -3.2 -2.4 -0.42
C -1.6142 0.5091 -1.5047 -2.3 2.5 3.3 -0.46
C -2.8067 -1.3809 -0.5486 -1.1 -1.7 -2.9 -0.65
C -0.7425 0.1993 -0.1980 -1.0 -0.9 -1.1 -0.33
C 0.0112 2.4638 0.2466 1.2 1.1 -1.3 -0.62
C 1.6107 -1.6123 1.5572 -4.9 -0.6 -3.1 -0.62
C 3.2547 -0.6804 -0.2422 -1.3 -0.1 2.1 -0.63
C -0.6788 1.2913 0.8906 -1.3 -0.4 -1.9 0.04
C 1.9157 -0.5103 0.5355 -0.1 0.2 -3.2 -0.29
O -2.1477 -0.8696 1.8165 -0.9 0.4 3.3 -1.03
O -1.9646 1.6926 1.3324 0.6 2.7 -1.3 -0.75
S 0.7987 -0.2887 -0.9701 0.4 -0.4 1.5 0.20
S -1.4578 -1.3374 0.6368 -0.3 -0.3 -2.7 1.30
H -3.2177 -0.7446 -2.5993 1.5 0.6 1.2 0.24
H -1.5488 -1.5259 -2.4520 -1.7 2.0 1.6 0.21
H -0.9952 0.9498 -2.2138 1.2 0.4 -1.6 0.23
H -2.3476 1.4356 -1.2289 1.2 -2.4 -0.4 0.24
H -3.6463 -0.7830 -0.2449 0.0 0.7 1.0 0.24
H -3.3613 -2.3669 -0.7952 1.6 1.0 0.8 0.24
H -0.3817 2.6223 -0.8556 0.7 0.2 2.5 0.22
H 1.1596 2.4100 0.1801 -1.8 -0.5 0.0 0.22
H -0.1241 3.2985 0.9348 -0.4 0.4 -0.5 0.23
H 1.6823 -2.7132 1.1546 0.0 2.3 0.8 0.23
H 2.2269 -1.3563 2.2852 3.1 0.2 3.7 0.21
H 0.5278 -1.4127 2.0275 2.4 -0.8 -1.0 0.21
H 3.1517 -1.6646 -0.6919 0.9 0.2 -0.6 0.22
H 3.9464 -0.5996 0.5713 1.2 -0.7 0.2 0.21
H 3.4318 0.2212 -0.8120 -0.1 -0.4 -0.9 0.23
H -0.1729 0.9259 1.7227 1.3 -0.7 1.5 0.18
H 1.9852 0.5241 0.8523 -0.4 -0.2 1.2 0.21
H -2.5787 1.0796 1.6984 0.2 -1.6 0.3 0.51
```
Forces are in eV/Å.

Calculated values
HOMO level ... -8.61 eV
Frontier orbital gap ... 9.28 eV
LUMO energy ... 0.669 eV

---

2.
Below is a single C9H18O5 molecule, with properties calculated with ωB97M-V/def2-TZVPD.

The geometry in XYZ format:
```
32
Properties=species:S:1:pos:R:3:forces:R:3:nbo_charge:R:1
C -1.8073 1.0848 -2.2643 0.1 -0.4 0.0 -0.27
O -0.4495 0.6554 -2.1140 0.1 -0.7 0.7 -0.56
C -0.1893 -0.1489 -0.9646 -1.0 -0.3 -0.5 0.34
O -1.0694 -1.2775 -0.9419 0.4 0.7 1.0 -0.55
C -0.9037 -2.0860 -2.0791 -0.3 -0.2 -0.8 -0.25
C -0.1562 0.6814 0.3634 -0.7 0.4 0.5 0.50
O -1.3421 1.4057 0.7589 0.4 -1.0 -0.2 -0.55
C -2.4281 0.6774 1.3514 0.0 -0.4 -0.1 -0.26
C 0.9237 1.7747 0.2171 0.4 0.0 -0.4 -0.44
C 1.8103 1.6254 1.4382 -0.9 -0.9 0.7 -0.44
C 1.6429 0.1121 1.7517 0.4 -0.3 0.9 0.38
O 2.5624 -0.7043 0.9894 -0.8 -0.1 0.2 -0.57
C 2.3949 -2.1464 1.2076 -1.0 1.2 0.1 -0.26
O 0.2672 -0.2021 1.4282 1.1 0.9 -0.3 -0.55
H -1.9583 1.2077 -3.3411 -0.1 0.1 0.2 0.19
H -2.5448 0.3459 -1.8745 0.6 0.5 -0.2 0.19
H -1.9020 2.0303 -1.7484 -0.4 0.2 0.1 0.19
H 0.8275 -0.5353 -1.0906 0.1 0.2 -0.1 0.18
H -1.4163 -3.0638 -1.9981 0.2 0.6 0.5 0.19
H -1.3445 -1.5744 -2.9344 0.1 -0.1 -0.3 0.17
H 0.1486 -2.2640 -2.3103 0.1 0.0 0.1 0.17
H -2.7765 -0.1246 0.6922 0.1 0.1 0.0 0.18
H -3.2562 1.3852 1.5037 0.5 -0.1 -0.1 0.19
H -2.1680 0.2136 2.3181 0.1 0.3 -0.3 0.18
H 1.5156 1.5914 -0.6905 -0.2 0.1 0.2 0.22
H 0.5250 2.7884 0.1809 -0.4 -0.3 -0.3 0.24
H 1.4327 2.2584 2.2928 0.4 -0.9 -0.8 0.22
H 2.8298 1.8808 1.2378 0.6 0.1 0.0 0.23
H 1.8411 -0.0758 2.8454 -0.6 -0.2 -1.0 0.17
H 2.6502 -2.6962 0.3020 0.2 0.3 0.0 0.19
H 1.3307 -2.3417 1.4357 0.5 0.0 -0.1 0.20
H 3.0099 -2.4776 2.0373 0.2 0.0 0.1 0.18
```
Forces are in eV/Å.

Calculated values
HOMO level ... -9.60 eV
SMILES ... COC(OC)[C@]1(OC)CC[C@H](OC)O1
Frontier orbital gap ... 10.52 eV
LUMO energy ... 0.920 eV

---

3.
Below is a single C9H18Si molecule, with properties calculated with ωB97M-V/def2-TZVPD.

The geometry in XYZ format:
```
28
Properties=species:S:1:pos:R:3:forces:R:3:nbo_charge:R:1
C 1.7383 1.2659 -0.1136 -1.1 0.3 -0.4 0.15
C 2.4089 0.1568 -0.1307 0.4 -0.5 0.1 -0.13
C 0.5694 2.1325 -0.4274 -0.3 0.0 -0.2 -0.54
C -0.4017 1.1635 -1.0421 0.9 -0.3 0.8 -0.56
C 1.9917 -1.1808 -0.6961 -0.2 0.2 0.0 -0.63
C 3.7960 0.1407 0.4745 0.0 0.1 0.0 -0.61
C -0.8709 -0.5622 1.6064 -0.1 0.4 -0.5 -1.10
C -2.2042 -1.3182 -1.0996 0.2 0.6 0.3 -1.09
C -3.0691 1.2616 0.4212 0.5 -0.4 -0.2 -1.09
Si -1.5877 0.1364 -0.0273 -0.6 -0.2 0.1 1.55
H 0.1799 2.5795 0.4863 0.0 0.1 0.0 0.22
H 0.8773 2.9258 -1.1112 0.0 0.1 0.1 0.23
H -0.1641 0.8796 -2.0586 0.0 0.0 -0.2 0.20
H 2.1077 -1.9570 0.0599 0.0 -0.1 0.0 0.21
H 0.9575 -1.1514 -1.0252 0.0 -0.1 -0.1 0.22
H 2.6336 -1.4315 -1.5408 0.0 -0.1 -0.1 0.22
H 3.8138 -0.5265 1.3354 0.1 -0.1 0.1 0.21
H 4.5117 -0.2284 -0.2595 0.1 -0.1 0.0 0.21
H 4.0997 1.1342 0.7943 0.0 0.0 0.0 0.22
H -0.6543 -1.6239 1.5286 0.1 -0.2 -0.1 0.24
H 0.0525 -0.0584 1.8756 0.2 0.1 0.1 0.24
H -1.5677 -0.4304 2.4300 -0.2 0.0 0.1 0.24
H -1.3952 -1.9970 -1.3560 0.2 -0.1 0.0 0.23
H -2.9633 -1.8974 -0.5830 -0.1 -0.1 0.2 0.23
H -2.6389 -0.9633 -2.0284 -0.1 0.1 -0.2 0.23
H -3.7377 0.7766 1.1278 -0.1 -0.1 0.1 0.23
H -2.7367 2.1932 0.8715 0.1 0.1 0.1 0.23
H -3.6509 1.5145 -0.4613 0.0 0.0 -0.2 0.23
```
Forces are in eV/Å.

Calculated values
HOMO level (alpha / beta) ... -7.59 / -7.97 eV
Frontier orbital gap (alpha / beta) ... 7.70 / 8.45 eV
LUMO energy (alpha / beta) ... 0.114 / 0.482 eV

---

| no. | DFT total energy (eV) | strongest force on any atom (hartree/bohr) |
| --- | --- | --- |
| 1 | -35387.197 | 0.11407 |
| 2 | -19860.430 | 0.03111 |
| 3 | -17499.601 | 0.02426 |